# 1
DFT (wB97M-V/def2-TZVPD) results for a single C5H11NO molecule.

XYZ file:
```
18
Properties=species:S:1:pos:R:3:lowdin_charge:R:1
H 1.670 -0.311 2.171 0.071
O -1.622 2.028 -2.011 0.054
C -1.100 0.329 1.030 -0.036
H 2.862 -1.027 0.988 0.073
C -0.244 -0.382 -0.016 -0.422
C -0.736 -0.195 -1.460 -0.123
H 1.325 -1.798 1.362 0.079
H -1.652 1.176 0.626 0.071
C -0.707 1.277 -1.808 -0.290
H -0.557 0.678 1.906 0.072
H 0.335 1.692 -1.906 0.127
H -0.102 -0.815 -2.091 0.119
H -1.815 -0.424 1.369 0.083
C 1.819 -0.829 1.220 -0.125
H -0.335 -1.462 0.115 0.122
H 1.402 0.774 0.112 0.090
H -1.773 -0.495 -1.626 0.122
N 1.228 -0.214 0.020 -0.088
```

calculated total energy: -8900.0268 eV
energy above the lowest of the compared OMol25 structures with the same formula, charge and spin: 38.5 kcal per mole
structure (SMILES): CN[C@@H](C)CC=O
LUMO energy: 0.94 eV
charge: 0


# 2
DFT (wB97M-V/def2-TZVPD) results for a single C4H8N2 molecule.

XYZ file:
```
14
Properties=species:S:1:pos:R:3:lowdin_charge:R:1
H 1.470 1.959 0.201 0.135
C -0.715 -1.136 -0.063 -0.275
H -1.358 -2.040 -0.089 0.116
H 2.247 -0.492 -0.647 0.122
N -1.402 0.042 -0.252 -0.051
C 1.457 -0.239 0.097 -0.262
H -2.409 -0.096 0.198 0.175
H -0.792 1.201 1.435 0.145
C 0.801 1.129 -0.250 -0.158
H 0.879 1.070 -1.300 0.085
N 0.542 -1.325 0.103 0.012
H -1.112 2.071 -0.194 0.105
H 1.778 -0.319 1.064 0.072
C -0.657 1.183 0.278 -0.219
```

calculated total energy: -7256.7102 eV
energy above the lowest of the compared OMol25 structures with the same formula, charge and spin: 26.9 kcal per mole
structure (SMILES): C1=NCCCN1
LUMO energy: 0.86 eV
charge: 0


# 3
DFT (wB97M-V/def2-TZVPD) results for a single C17H14BrN3O5S molecule.

XYZ file:
```
41
Properties=species:S:1:pos:R:3:lowdin_charge:R:1
C 0.975 -3.802 1.295 -0.121
O 1.522 -0.399 -0.708 -0.009
C 1.707 -2.169 3.393 -0.110
O 2.882 -4.612 3.076 -0.320
Br 3.660 0.867 0.414 0.842
C -0.969 0.768 0.619 -0.193
H -0.273 4.078 0.584 0.122
N -0.440 -0.427 1.134 -0.029
H 1.267 -2.700 4.232 0.109
C 2.670 0.595 -2.349 -0.057
N 0.254 -0.413 2.275 0.175
C 0.738 -1.628 2.432 -0.302
C 0.370 -2.465 1.351 -0.169
N -0.877 -1.892 -0.755 0.164
H 3.429 1.160 -2.850 0.111
O 3.472 -2.848 1.471 -0.311
H -1.662 -2.524 -0.856 0.167
C -0.774 3.145 0.379 0.015
C -0.368 -1.649 0.518 -0.188
O -0.908 -1.684 -2.992 0.089
C -2.107 0.781 -0.173 -0.004
S 2.489 -3.460 2.315 0.695
C -0.309 1.962 0.902 -0.005
C -2.572 1.971 -0.705 -0.006
H -3.491 5.525 -2.011 0.094
H 1.260 -0.071 -3.941 0.124
H 2.443 -1.445 3.727 0.115
H -4.311 4.151 -1.231 0.096
H 0.418 -4.576 1.819 0.108
O -2.271 4.380 -0.917 -0.079
C -0.363 -1.430 -1.939 -0.418
C 2.593 0.337 -1.009 -0.748
H 0.564 1.938 1.535 0.103
H -3.456 1.951 -1.321 0.106
C 1.547 -0.042 -2.911 0.031
C -1.907 3.165 -0.441 -0.275
C -3.403 4.472 -1.751 -0.085
H 1.260 -4.130 0.300 0.115
C 0.867 -0.634 -1.873 -0.164
H -3.277 3.883 -2.665 0.097
H -2.647 -0.130 -0.376 0.116
```

calculated total energy: -113440.0680 eV
energy above the lowest of the compared OMol25 structures with the same formula, charge and spin: 41.0 kcal per mole
structure (SMILES): COc1ccc(-n2nc3c(c2NC(=O)c2ccc(Br)o2)CS(=O)(=O)C3)cc1
LUMO energy: 0.38 eV
charge: 0


# 4
DFT (wB97M-V/def2-TZVPD) results for a single C4H4 molecule.

XYZ file:
```
8
Properties=species:S:1:pos:R:3:lowdin_charge:R:1
C 1.186 1.243 1.460 0.142
H 1.095 -0.904 -0.965 0.097
C 0.497 0.584 0.632 -0.366
C 0.379 -0.651 -0.234 -0.135
H 0.180 -1.488 0.468 0.126
C -0.729 0.273 -0.318 -0.085
H -1.709 -0.062 0.068 0.114
H -0.900 1.006 -1.112 0.108
```

calculated total energy: -4207.5510 eV
energy above the lowest of the compared OMol25 structures with the same formula, charge and spin: 60.1 kcal per mole
LUMO energy: -0.14 eV
charge: 0


Orbital gap across the listed records, respectively: 10.3701; 9.5706; 8.8201; 9.9111 eV.
Molecular weight across the listed records, respectively: 101.15; 84.12; 452.29; 52.08 Da.
Strongest force on any atom across the listed records, respectively: 1.886; 3.282; 1.439; 2.336 eV Å⁻¹.